Record 1
{"formula": "C20H30N10", "method": "the ωB97M-V functional and the def2-TZVPD basis", "gap_ev": 11.69, "smiles": "CC#N.CC#N.CC#N.CC#N.CC#N.CC#N.CC#N.CC#N.CC#N.CC#N", "max_force_ha_per_bohr": 0.1100, "e_lumo_ev": 0.383, "relative_energy_kcal_mol": 19.2, "e_homo_ev": -11.31, "species": ["C", "C", "N", "H", "H", "H", "C", "C", "N", "H", "H", "H", "C", "C", "N", "H", "H", "H", "C", "C", "N", "H", "H", "H", "C", "C", "N", "H", "H", "H", "C", "C", "N", "H", "H", "H", "C", "C", "N", "H", "H", "H", "C", "C", "N", "H", "H", "H", "C", "C", "N", "H", "H", "H", "C", "C", "N", "H", "H", "H"], "positions_angstrom": [[-8.300, -2.394, 10.801], [-6.874, -2.402, 10.813], [-5.741, -2.304, 10.597], [-8.705, -3.195, 11.442], [-8.605, -2.723, 9.784], [-8.766, -1.491, 11.139], [-6.905, -2.609, 14.266], [-6.994, -3.820, 15.046], [-7.090, -4.707, 15.748], [-7.900, -2.444, 13.922], [-6.239, -2.710, 13.392], [-6.639, -1.764, 14.877], [-12.268, -5.924, 18.485], [-11.065, -5.358, 17.866], [-10.077, -4.979, 17.450], [-12.177, -6.968, 18.757], [-13.133, -5.872, 17.832], [-12.508, -5.271, 19.339], [-5.886, -5.742, 10.310], [-6.785, -5.922, 9.204], [-7.557, -5.987, 8.368], [-5.287, -4.837, 10.105], [-5.191, -6.614, 10.425], [-6.338, -5.657, 11.289], [-10.133, -7.646, 9.308], [-9.496, -8.043, 10.553], [-9.022, -8.302, 11.559], [-9.629, -8.200, 8.453], [-9.933, -6.604, 9.157], [-11.151, -7.879, 9.412], [-8.607, -7.960, 16.628], [-9.991, -8.437, 16.573], [-11.048, -8.832, 16.642], [-8.090, -8.608, 15.791], [-8.246, -8.366, 17.576], [-8.470, -6.880, 16.600], [-10.624, -6.071, 13.446], [-10.551, -5.501, 12.133], [-10.395, -5.048, 11.042], [-11.702, -6.250, 13.567], [-10.375, -5.278, 14.162], [-10.016, -6.928, 13.507], [-14.417, -4.162, 11.443], [-14.197, -5.059, 12.557], [-14.113, -5.786, 13.430], [-14.518, -3.102, 11.818], [-15.277, -4.461, 10.857], [-13.513, -4.074, 10.755], [-13.569, -9.071, 12.463], [-13.484, -8.716, 11.048], [-13.463, -8.490, 9.935], [-13.797, -10.114, 12.553], [-14.312, -8.436, 12.895], [-12.544, -8.980, 12.850], [-9.399, -1.217, 18.502], [-9.436, -0.696, 17.116], [-9.551, -0.385, 15.994], [-9.829, -0.463, 19.196], [-8.393, -1.540, 18.785], [-10.089, -2.063, 18.430]], "forces_ev_per_a": [[-1.3148, -2.0341, -0.1742], [1.9462, 0.8704, -0.7986], [-0.9121, -0.3557, 0.6441], [0.2459, 0.2056, -0.1351], [-0.0437, 0.6027, 0.5482], [0.0269, 0.7117, -0.1581], [0.2885, -0.2754, -0.7520], [0.5140, 1.0909, -0.3237], [-0.1460, -1.5428, 0.8472], [-0.7806, 0.4407, -0.5017], [-0.1726, 0.0411, 0.5225], [0.2861, 0.2280, 0.2442], [-0.3829, 0.9219, 0.1577], [-1.4392, -1.2560, 0.6605], [1.1789, 0.7372, -0.6214], [0.4323, -0.0301, 0.1801], [0.0529, 0.1432, -0.3926], [0.0778, -0.5362, -0.0294], [2.0705, -0.4127, 0.3047], [-0.1463, 0.0633, 0.8530], [-0.5611, -0.1401, -0.9225], [-0.1904, -0.4206, 0.2633], [-0.5239, 0.6912, -0.4198], [-0.6283, 0.1979, -0.0463], [2.2318, -1.0519, -0.9100], [-0.1585, 0.3362, -0.6516], [0.4038, -0.3145, 0.8666], [-0.8356, 0.5502, 1.0106], [-0.1780, 0.5273, -0.0842], [-1.4599, -0.1577, -0.3260], [0.5334, -2.4527, -1.2633], [2.1002, 1.4950, 0.2282], [-2.3119, -0.8114, -0.0553], [-0.5360, 1.8306, 1.4743], [0.2960, 0.2463, -0.0301], [-0.0585, -0.1644, -0.3906], [-1.7375, 1.5796, 0.3329], [1.4042, 2.0283, -5.0887], [-0.8994, -1.5234, 4.2470], [0.3291, -0.5147, 0.4420], [0.2249, -0.3954, 0.0608], [0.6318, -1.0455, 0.2329], [1.5304, 1.9559, -0.7044], [-0.2580, 0.5533, -0.9793], [0.2564, -0.7455, 0.9446], [-0.2875, -1.1922, -0.2496], [-0.1505, 0.0014, 0.0157], [-1.0376, -0.6068, 0.9038], [1.3234, 0.0141, -0.8834], [-0.2924, -0.6489, 1.2414], [0.1252, 0.4789, -1.4745], [-0.4750, -0.5187, 0.0259], [-0.1443, 0.3082, 0.7858], [-0.5021, 0.4095, 0.4002], [-0.7211, 0.5038, -0.6329], [-0.0910, 0.5160, -1.9410], [0.3868, -0.5840, 2.4280], [0.4903, -0.5077, -0.4027], [-0.2973, 0.1040, -0.0181], [0.2863, -0.1452, 0.4946]]}

---

Record 2
{"formula": "C20H30N12O4STi", "method": "the ωB97M-V functional and the def2-TZVPD basis", "gap_ev": [4.94, 7.43], "max_force_ha_per_bohr": 0.0240, "e_lumo_ev": [0.337, 0.329], "s2": 2.0334, "relative_energy_kcal_mol": 23.9, "e_homo_ev": [-4.61, -7.10], "spin_multiplicity": 3, "species": ["Ti", "O", "C", "C", "C", "C", "C", "C", "C", "O", "N", "N", "C", "C", "C", "C", "C", "C", "C", "O", "H", "H", "H", "H", "H", "H", "H", "H", "H", "H", "N", "N", "C", "N", "S", "H", "H", "H", "H", "H", "C", "N", "C", "C", "N", "N", "C", "N", "N", "H", "H", "H", "H", "H", "H", "H", "H", "H", "H", "H", "N", "C", "N", "O", "H", "H", "H", "H"], "positions_angstrom": [[0.020, 0.118, -0.911], [-2.743, -3.128, -0.176], [-3.353, -2.673, 0.962], [-4.307, -3.500, 1.546], [-4.987, -3.085, 2.678], [-4.724, -1.835, 3.227], [-3.772, -1.018, 2.639], [-3.059, -1.421, 1.516], [-2.033, -0.537, 0.901], [-1.301, -1.062, -0.103], [-1.882, 0.686, 1.242], [-0.988, 1.292, 0.365], [-0.579, 2.570, 0.579], [0.093, 3.271, -0.467], [0.696, 4.529, -0.231], [1.255, 5.288, -1.245], [1.215, 4.830, -2.565], [0.635, 3.588, -2.832], [0.124, 2.787, -1.825], [-0.380, 1.572, -2.136], [-2.119, -2.398, -0.440], [-4.512, -4.460, 1.085], [-5.731, -3.733, 3.126], [-5.257, -1.500, 4.108], [-3.548, -0.041, 3.050], [-0.828, 3.065, 1.511], [0.696, 4.909, 0.787], [1.696, 6.251, -1.016], [1.608, 5.435, -3.373], [0.583, 3.210, -3.850], [1.423, -2.803, -0.511], [0.649, -3.622, 0.287], [0.620, -3.441, 1.630], [-0.333, -4.191, 2.231], [1.689, -2.485, 2.523], [0.886, -2.328, -1.217], [2.198, -3.295, -0.933], [-0.059, -4.203, -0.137], [-1.161, -4.423, 1.701], [-0.453, -4.015, 3.213], [4.563, 0.907, 1.926], [3.124, 1.181, 1.821], [2.394, 0.956, 3.067], [2.474, 0.826, 0.670], [1.424, 0.124, 0.589], [3.035, 1.381, -0.480], [2.714, 1.033, -1.786], [3.365, 1.776, -2.721], [1.957, 0.021, -2.030], [5.027, 1.632, 2.593], [5.043, 0.974, 0.953], [4.733, -0.098, 2.322], [2.860, 1.561, 3.845], [2.415, -0.095, 3.377], [1.361, 1.277, 2.948], [1.202, -0.382, 1.443], [3.637, 2.173, -0.340], [3.503, 2.748, -2.472], [2.958, 1.699, -3.640], [1.820, -0.119, -3.025], [-2.663, -2.047, -3.126], [-1.725, -1.078, -3.174], [-2.026, 0.086, -3.789], [-0.593, -1.261, -2.676], [-3.621, -1.830, -3.337], [-2.509, -2.809, -2.487], [-2.994, 0.295, -3.967], [-1.454, 0.863, -3.443]], "forces_ev_per_a": [[-0.1299, -0.6452, -1.0441], [0.0999, -0.0364, -0.0228], [-0.0969, -0.2462, -0.1982], [0.0064, 0.0073, 0.0230], [-0.0341, -0.0074, 0.0371], [0.0802, 0.0774, -0.0480], [-0.0811, 0.0485, 0.3056], [0.4138, 0.2472, -0.2030], [-0.1827, -0.7790, -0.0776], [-0.7811, -0.1639, 0.4856], [0.3842, 0.9891, -0.0409], [-0.0945, 0.1351, 0.5871], [-0.4009, -0.4791, -0.3878], [-0.1003, -0.0146, 0.0110], [0.0119, -0.0225, 0.0202], [-0.0293, -0.0728, -0.1214], [-0.0059, 0.0016, 0.1850], [0.2234, 0.1028, -0.0669], [-0.4218, -0.2829, 0.2450], [0.1411, 0.9246, -0.5309], [0.1215, -0.0536, 0.2979], [0.0155, 0.0394, 0.0074], [0.0341, 0.0192, -0.0206], [0.0167, -0.0090, -0.0389], [-0.0162, -0.0343, -0.0127], [0.0161, 0.0186, 0.0315], [0.0000, -0.0079, -0.0537], [-0.0130, -0.0293, -0.0038], [-0.0084, -0.0069, 0.0201], [-0.0107, 0.0075, 0.0380], [0.3804, 0.1074, -0.0302], [0.2029, 0.3426, 0.3133], [0.1246, -0.0147, -0.0861], [-0.0518, 0.1064, 0.1316], [-0.3704, -0.5729, -0.2422], [-0.3097, -0.1488, -0.2178], [-0.0421, -0.0912, 0.0330], [-0.0537, -0.0291, -0.0118], [-0.0624, -0.0115, 0.0836], [-0.0729, -0.0131, 0.0024], [-0.1846, 0.0812, -0.0154], [0.2824, -0.1591, 0.3128], [0.1384, 0.0165, -0.0344], [0.6023, 0.4093, -0.3856], [0.0320, -0.0435, 0.4848], [-0.1729, -0.1163, -0.2817], [0.2556, -0.4052, 0.8507], [0.2009, 0.3674, -0.2991], [-0.0076, 0.0746, 0.0001], [-0.0259, 0.0234, 0.0280], [-0.0242, 0.0028, -0.0025], [0.0013, -0.0294, 0.0052], [0.0103, 0.0133, 0.0001], [-0.0086, 0.1261, 0.0003], [0.0089, -0.0020, -0.0063], [-0.0349, -0.0496, 0.0139], [-0.0568, 0.0970, -0.0085], [-0.0133, -0.0205, -0.0337], [0.0255, 0.0221, -0.0258], [-0.0747, 0.0567, -0.0496], [-0.1295, -0.1847, -0.1604], [0.2958, 0.1287, 0.2919], [-0.0868, 0.0546, 0.0313], [0.0374, 0.0739, 0.0309], [-0.0160, -0.0083, -0.0052], [-0.0073, 0.0008, -0.0435], [-0.0096, -0.0024, -0.0111], [0.0588, 0.0700, -0.0864]]}

---

Record 3
{"formula": "C20H30N2O8Sr", "method": "the ωB97M-V functional and the def2-TZVPD basis", "gap_ev": 4.47, "charge": -2, "max_force_ha_per_bohr": 0.0459, "e_lumo_ev": 3.987, "relative_energy_kcal_mol": 3.5, "e_homo_ev": -0.48, "species": ["Sr", "C", "C", "O", "H", "H", "H", "H", "H", "C", "C", "O", "H", "H", "H", "H", "H", "C", "C", "O", "H", "H", "H", "H", "H", "C", "C", "O", "H", "H", "H", "H", "H", "C", "C", "C", "C", "C", "C", "N", "O", "O", "H", "H", "H", "H", "H", "C", "C", "C", "C", "C", "C", "N", "O", "O", "H", "H", "H", "H", "H"], "positions_angstrom": [[-0.042, 1.018, -0.260], [1.842, 2.994, 2.874], [0.604, 2.103, 3.047], [-0.305, 2.221, 2.054], [2.560, 2.810, 3.691], [1.627, 4.064, 2.873], [2.344, 2.693, 1.953], [0.141, 2.224, 4.060], [1.052, 1.061, 3.105], [-1.183, 5.363, -1.593], [-0.765, 3.904, -1.818], [-1.451, 2.994, -1.094], [-2.095, 5.665, -2.117], [-0.365, 5.987, -2.006], [-1.243, 5.627, -0.534], [0.347, 3.849, -1.664], [-0.822, 3.712, -2.927], [3.325, 2.802, -1.240], [3.118, 1.352, -1.672], [1.830, 1.017, -1.938], [2.936, 3.493, -1.995], [4.395, 3.056, -1.195], [2.825, 3.002, -0.291], [3.613, 0.711, -0.888], [3.772, 1.168, -2.566], [-2.887, -1.761, -3.099], [-1.598, -1.430, -2.366], [-1.584, -0.133, -1.979], [-3.727, -1.295, -2.578], [-3.057, -2.830, -3.308], [-2.853, -1.266, -4.076], [-0.766, -1.661, -3.098], [-1.372, -2.128, -1.512], [-2.009, -0.783, 5.988], [-1.609, 0.254, 5.158], [-1.755, 0.158, 3.777], [-2.360, -0.982, 3.285], [-2.872, -1.979, 4.100], [-2.677, -1.889, 5.461], [-2.593, -1.031, 1.837], [-1.802, -0.379, 1.185], [-3.531, -1.665, 1.416], [-1.952, -0.674, 7.065], [-1.027, 1.079, 5.551], [-1.443, 0.975, 3.112], [-3.429, -2.753, 3.586], [-3.082, -2.637, 6.132], [1.985, -4.211, -4.134], [1.587, -5.110, -3.141], [1.270, -4.655, -1.872], [1.289, -3.297, -1.612], [1.655, -2.388, -2.594], [2.061, -2.854, -3.839], [1.125, -2.809, -0.248], [1.023, -3.596, 0.676], [1.098, -1.604, -0.157], [2.184, -4.556, -5.142], [1.546, -6.169, -3.364], [1.042, -5.381, -1.103], [1.635, -1.310, -2.410], [2.426, -2.137, -4.561]], "forces_ev_per_a": [[-1.3944, 1.1964, -1.4787], [0.2221, -0.1842, 0.6922], [0.2448, -0.5825, -0.2619], [0.1275, -0.3648, -0.2234], [-0.0657, 0.0099, -0.0359], [-0.1764, -0.0476, -0.2518], [-0.0487, 0.2680, -0.1278], [0.3078, 0.3817, 0.0463], [-0.1223, 0.0966, 0.1472], [0.9134, 0.6649, -0.3572], [0.0534, -0.5981, -0.1953], [0.4126, -0.3508, 0.3463], [-0.1780, -0.2484, 0.1718], [-0.2339, 0.0821, -0.0162], [-0.1921, -0.2608, 0.0513], [-0.0669, 0.2298, 0.2177], [-0.1725, 0.1741, 0.0526], [0.2976, 0.3626, -0.5260], [0.3514, -0.4826, -0.4334], [-0.1813, -0.1752, 0.7823], [-0.3522, -0.1780, 0.0924], [-0.0071, -0.1816, 0.4263], [0.0878, 0.1289, 0.0235], [-0.1519, 0.0601, 0.0452], [0.0305, 0.1918, 0.0662], [-0.3805, -0.0768, -0.5268], [0.9019, 0.7703, 0.0196], [0.5434, -0.2979, 0.4936], [-0.0514, -0.3071, 0.1951], [-0.0260, 0.0215, 0.2767], [0.0584, 0.0508, 0.0515], [-0.1220, -0.1088, 0.0921], [-0.4553, -0.3134, -0.0891], [-0.6876, 0.2022, -0.0424], [0.7721, -0.4280, 0.0076], [-0.0540, 0.1561, 0.1354], [-0.3960, 0.4007, 0.5013], [-0.0367, -0.0586, -0.7847], [-0.0266, 0.1013, 0.2658], [0.8008, 0.5660, 0.2213], [-0.4914, -0.6197, -0.2324], [-0.2074, -0.2738, -0.2101], [0.2890, -0.0818, -0.0127], [-0.3498, 0.1506, 0.0734], [0.1768, -0.0980, -0.1659], [0.0392, -0.2063, 0.3565], [0.0532, -0.0881, -0.0754], [-0.1618, 0.1425, 0.2504], [0.0186, 0.2121, -0.3603], [0.0738, -0.4852, 0.1051], [0.7309, -0.4800, -0.6059], [0.0570, 0.5880, 0.0044], [-0.2498, -0.3075, 0.1266], [-0.6100, 0.3154, -0.4588], [0.0932, -0.0143, -0.0976], [-0.0093, 0.2417, 0.8845], [0.1994, -0.0743, 0.0823], [-0.0471, 0.0139, 0.0559], [-0.1029, 0.2168, 0.1288], [0.1339, -0.0252, 0.1815], [-0.1814, 0.0025, -0.1012]]}